Entry 1:
Computed, not measured: 2 unconnected molecules or ions with the total composition C6H5N3O2, with wB97M-V/def2-TZVPD.

Geometry as XYZ:
```
16
Properties=species:S:1:pos:R:3:forces:R:3:lowdin_charge:R:1
C -1.7987 -0.5561 0.0087 0.3 1.1 -1.8 -0.3535
C 0.4059 -0.9226 -0.1525 6.2 1.3 1.8 -0.3124
C 2.6206 -0.6236 0.3095 0.5 0.0 0.0 -0.1419
C 2.5560 0.7541 -0.1254 2.3 -0.3 -0.2 -0.1490
C 1.3959 1.4322 -0.4173 -3.1 0.0 1.6 -0.0097
C 0.3045 0.5384 -0.1398 2.9 -0.9 -1.3 -0.2309
H -2.5202 1.9652 -0.5395 3.3 0.8 4.7 0.3616
H -1.0825 -2.5774 0.2268 1.8 4.2 -1.7 0.2856
H 3.6401 -0.7783 0.9127 -2.4 -0.8 -1.8 0.1323
H 3.5212 1.3109 -0.3029 -0.9 -0.9 0.8 0.1099
H 1.1335 2.6028 -0.4828 1.1 -3.0 -0.1 0.1664
N -0.9684 0.7917 -0.0883 -6.8 -0.7 1.4 -0.0876
N -0.7726 -1.4939 -0.1697 -5.1 -4.2 1.9 0.1322
N 1.5777 -1.5881 0.1762 0.6 4.4 0.1 0.1182
O -1.5568 1.9995 0.5685 -2.8 -2.3 -6.3 -0.0833
O -2.9999 -0.7778 -0.0861 2.3 1.3 0.9 0.0621
```
Positions in Å, forces in eV/Å.

The value obtained for the energy relative to the best compared isomer or geometry (same formula, charge and spin) is 151.2 kcal per mole. The calculation puts the HOMO energy at -7.80 eV. As for the molar mass: 151.12 Da. As for the total energy: -546.1472 hartree. Its lowest unoccupied orbital energy is -0.9388 eV.


Entry 2:
Computed, not measured: C20H26N4O5S2 in the gas phase, with wB97M-V/def2-TZVPD.

Geometry as XYZ:
```
57
Properties=species:S:1:pos:R:3:forces:R:3:lowdin_charge:R:1
C -3.7875 -0.0152 -2.6835 -0.3 -0.1 0.1 -0.0649
C -4.8362 -0.4330 -1.6549 0.2 0.5 -0.4 -0.2568
N -4.2856 -1.3759 -0.7049 0.2 0.3 1.1 -0.2646
C -4.6510 -2.7719 -0.8180 -0.2 -0.5 0.3 -0.2578
C -6.0825 -3.0611 -0.3738 0.2 0.0 -0.1 -0.0730
S -4.1091 -0.7761 0.8464 0.3 0.2 -0.5 0.6700
O -5.2374 0.0284 1.2317 0.2 0.1 -0.1 -0.2897
O -3.7287 -1.8690 1.6918 0.2 -0.2 -0.1 -0.2775
C -2.7066 0.2984 0.5971 -0.5 -0.2 0.1 -0.2831
C -2.8421 1.6737 0.6107 -0.2 -0.1 0.1 -0.0487
C -1.7523 2.4702 0.3255 0.2 0.0 0.0 0.0104
C -0.4951 1.9206 0.0330 -0.2 -0.1 0.0 -0.1852
N 0.5824 2.7124 -0.3033 -0.1 0.1 -0.1 -0.1322
C 1.3399 2.4384 -1.5100 0.4 0.1 -0.2 -0.1239
C 2.7615 2.9840 -1.3537 -0.1 -0.4 -0.2 -0.1953
O 2.7405 4.3634 -1.0797 0.0 0.2 -0.1 -0.1269
C 2.0217 4.6108 0.1065 -0.3 0.1 0.2 -0.1922
C 0.5707 4.1276 0.0007 0.3 0.1 0.1 -0.1460
C -0.3630 0.5154 0.1273 -0.4 0.2 0.1 -0.1747
N 0.8781 -0.1349 -0.0110 0.2 -0.7 -0.2 0.0733
C 1.9667 0.1158 0.7331 -0.1 0.4 0.4 -0.7974
S 2.1219 1.2960 1.8677 0.1 0.0 0.4 0.7442
N 3.0639 -0.7064 0.5120 0.2 -0.2 -0.1 0.1044
C 3.1361 -1.8262 -0.2744 -0.1 0.3 0.1 -0.3755
O 2.2121 -2.2368 -0.9602 0.2 -0.2 0.0 0.0794
C 4.4329 -2.4936 -0.2227 0.2 -1.1 -0.8 -0.1871
C 4.8606 -3.6297 -0.8678 -0.5 0.8 0.4 0.0238
C 6.1931 -3.8335 -0.4592 0.2 0.4 0.4 -0.0390
C 6.4817 -2.8137 0.4008 0.4 -0.7 -0.4 -0.0917
O 5.4319 -2.0011 0.5516 -0.3 0.4 0.2 0.0527
C -1.4754 -0.2775 0.3662 0.2 0.1 0.0 0.0165
H -4.2228 0.6824 -3.3944 0.0 0.1 -0.1 0.0738
H -2.9441 0.4623 -2.1914 0.1 0.1 0.0 0.0587
H -3.4242 -0.8857 -3.2238 0.1 -0.1 -0.1 0.0732
H -5.6987 -0.8713 -2.1650 0.0 0.0 0.2 0.1182
H -5.1838 0.4390 -1.0953 -0.2 0.0 -0.2 0.1075
H -3.9579 -3.3163 -0.1747 0.0 -0.2 -0.2 0.1076
H -4.4911 -3.0809 -1.8551 0.1 0.1 0.1 0.1227
H -6.2859 -4.1270 -0.4391 -0.1 -0.1 0.0 0.0751
H -6.2065 -2.7368 0.6564 -0.1 -0.1 0.1 0.0704
H -6.8016 -2.5299 -0.9936 -0.1 0.0 0.0 0.0689
H -3.8085 2.1002 0.8263 -0.1 0.1 0.0 0.1162
H -1.8826 3.5395 0.2957 0.0 0.1 0.0 0.1076
H 1.3670 1.3702 -1.7163 0.0 0.1 0.0 0.1193
H 0.8645 2.9484 -2.3641 0.0 -0.1 0.0 0.1356
H 3.3244 2.8590 -2.2804 0.0 0.0 0.0 0.1282
H 3.2709 2.4511 -0.5376 0.0 0.0 -0.1 0.0997
H 2.0539 5.6896 0.2660 0.0 -0.1 0.0 0.1274
H 2.5040 4.0972 0.9502 -0.1 0.1 -0.1 0.1019
H 0.0817 4.2866 0.9613 0.0 0.0 0.0 0.1286
H 0.0543 4.7043 -0.7827 -0.1 0.0 0.1 0.1339
H 0.8966 -1.0270 -0.5142 0.1 0.3 0.0 0.1257
H 3.8729 -0.4716 1.0760 -0.2 0.0 -0.1 0.1185
H 4.2797 -4.2252 -1.5409 -0.2 -0.1 -0.1 0.1229
H 6.8467 -4.6256 -0.7599 0.2 -0.1 0.0 0.1066
H 7.3715 -2.5714 0.9484 0.1 0.1 0.1 0.1285
H -1.3832 -1.3513 0.4125 0.1 -0.2 0.0 0.1318
```
Positions in Å, forces in eV/Å.

The SMILES is CCN(CC)S(=O)(=O)c1ccc(N2CCOCC2)c(NC(=S)NC(=O)c2ccco2)c1. The value obtained for the energy relative to the best compared isomer or geometry (same formula, charge and spin) is 46.8 kcal per mole. The calculation puts the HOMO energy at -7.97 eV. As for the molar mass: 466.58 Da. As for the total energy: -2169.3041 hartree. Its lowest unoccupied orbital energy is -0.2305 eV.


Entry 3:
Computed, not measured: 5 unconnected molecules or ions with the total composition C8H14Cl12, with wB97M-V/def2-TZVPD.

Geometry as XYZ:
```
34
Properties=species:S:1:pos:R:3:forces:R:3:lowdin_charge:R:1
Cl -0.9878 1.7393 1.2831 0.2 -0.3 0.0 0.5713
C -1.1621 0.0595 0.7352 -0.2 0.2 0.3 -1.5098
Cl -1.0111 -1.0969 2.0769 0.0 0.4 -0.3 0.5458
Cl -0.0367 -0.3192 -0.5707 -0.1 0.2 0.1 0.5589
H -2.1731 0.0239 0.3545 0.0 -0.4 -0.1 -0.0491
Cl -3.6343 0.6364 -1.8583 -0.3 0.0 -0.3 0.5048
C -5.0138 1.0792 -2.9235 0.3 0.0 0.4 -1.5307
Cl -4.5071 2.3124 -4.0623 0.0 -0.1 -0.1 0.5412
Cl -6.3750 1.6419 -1.9650 0.0 0.0 0.1 0.5353
H -5.3146 0.1807 -3.4443 0.1 0.0 -0.1 0.0132
Cl 4.3209 0.0598 0.2554 0.0 0.2 0.1 0.5488
C 3.8427 -1.4702 1.0052 0.1 -1.1 0.2 -0.6909
C 2.7088 -1.3332 2.0144 -0.3 0.3 -1.0 -0.6755
Cl 2.6127 -2.8148 2.9859 0.1 0.0 0.2 0.5611
H 4.6791 -1.9668 1.4988 0.3 0.6 0.0 0.0595
H 3.5918 -2.1474 0.1899 -0.3 0.1 0.0 0.0663
H 1.7546 -1.2664 1.4960 0.0 0.1 0.0 -0.0106
H 2.8131 -0.4348 2.6172 0.2 -0.2 0.3 0.0704
Cl -0.2329 -3.8770 -0.2252 0.1 0.1 -0.2 0.5228
C -0.5533 -3.5364 -1.9729 -0.2 -1.3 0.4 -0.6296
C -2.0617 -3.6580 -2.1382 0.3 0.3 0.5 -0.6945
Cl -2.5844 -3.3373 -3.8042 0.0 0.2 0.0 0.5483
H -0.0884 -4.3717 -2.4915 0.2 0.3 -0.2 0.0660
H -0.0774 -2.5971 -2.2147 -0.3 0.2 -0.2 0.0293
H -2.5417 -2.9905 -1.4235 -0.2 0.2 -0.4 0.0575
H -2.3769 -4.6692 -1.9006 0.1 0.0 0.0 0.0640
Cl 1.3189 5.7021 0.2248 -0.1 -0.3 0.1 0.5487
C 1.2600 4.2484 1.2670 0.5 -0.6 -0.2 -0.7082
C 2.3746 4.2646 2.2994 0.3 0.5 0.1 -0.6566
Cl 1.8442 3.2984 3.6963 0.1 -0.1 0.2 0.5485
H 1.3651 3.3571 0.6503 0.0 0.2 -0.2 0.0470
H 0.2969 4.1487 1.7539 -0.1 0.6 0.0 0.0162
H 2.6179 5.2818 2.6075 -0.4 -0.1 0.3 0.0614
H 3.3308 3.8527 1.9832 -0.3 -0.2 -0.4 0.0693
```
Positions in Å, forces in eV/Å.

The SMILES is ClC(Cl)Cl.ClC(Cl)Cl.ClCCCl.ClCCCl.ClCCCl. The value obtained for the energy relative to the best compared isomer or geometry (same formula, charge and spin) is 6.4 kcal per mole. The calculation puts the HOMO energy at -10.83 eV. As for the molar mass: 535.64 Da. As for the total energy: -5835.5177 hartree. Its lowest unoccupied orbital energy is 0.3643 eV.


Entry 4:
Computed, not measured: a molecular structure, C27H57BeClN3O7, with wB97M-V/def2-TZVPD.

Geometry as XYZ:
```
96
Properties=species:S:1:pos:R:3:forces:R:3:lowdin_charge:R:1
Be 3.4379 2.4429 2.3546 -1.5 -0.6 -1.1 0.9155
Cl 1.2144 1.5108 0.5128 -3.2 0.9 2.7 0.6348
O 2.5197 1.4660 0.0399 4.0 -0.7 -2.5 -0.3917
O 0.1851 1.1207 -0.4720 2.0 0.4 2.0 -0.3054
O 1.2603 0.7380 1.7790 -0.8 -0.3 -0.9 -0.4117
O 1.0451 2.9016 0.9652 -0.5 0.2 -0.3 -0.4198
C 2.2496 -1.7652 4.1580 0.8 0.3 -1.1 -0.0606
C 1.7987 -3.0810 4.7363 -0.2 1.4 1.1 -0.4727
C 0.2491 -2.9126 4.7101 -1.8 -3.9 1.5 -0.0957
C -0.3777 -4.3550 5.0975 0.1 1.3 -1.1 -0.1685
C 0.0189 -5.3484 4.0239 0.5 -0.8 1.8 -0.1381
C 1.6079 -5.4964 3.8737 -0.3 -1.6 -1.6 -0.4307
N 2.3365 -4.2236 3.9811 -1.6 0.1 0.0 -0.0521
O 3.7259 -4.3123 3.8366 -1.2 0.4 -0.2 0.0467
C 2.2175 -6.6094 4.8107 -1.4 0.8 0.2 -0.0112
C 1.7115 -6.0671 2.4323 0.9 0.8 -0.2 -0.0407
C 2.2271 -3.0610 6.2607 -0.9 0.5 0.2 -0.0091
H 1.9520 -1.7065 3.1111 0.3 -0.1 -0.2 0.0818
H 3.3325 -1.7012 4.2640 0.0 0.5 -0.2 0.0871
H 1.7178 -0.9314 4.6163 0.3 -0.1 0.4 0.0914
H -0.1869 -2.2877 5.4895 1.0 0.6 0.1 0.1191
H -0.2934 -2.6165 3.8123 0.9 0.1 -0.5 0.1211
H -1.4639 -4.3612 5.1881 -0.1 0.5 -0.2 0.1096
H -0.0715 -4.6993 6.0854 0.5 0.1 -0.1 0.0962
H -0.5993 -5.3631 3.1263 0.8 1.4 -0.7 0.1120
H -0.4527 -6.2692 4.3673 1.0 -0.8 0.5 0.1139
H 3.2185 -6.9654 4.5674 0.1 0.6 0.0 0.0856
H 2.0839 -6.2028 5.8132 0.6 -0.3 0.4 0.0808
H 1.5782 -7.4906 4.7570 -0.1 0.0 -0.1 0.0842
H 2.7125 -6.2556 2.0443 0.3 -0.3 0.6 0.0830
H 1.1518 -7.0023 2.4121 -0.2 0.2 -0.4 0.0930
H 1.3875 -5.2834 1.7476 -0.7 -0.3 -0.1 0.0644
H 2.1554 -2.0508 6.6638 -0.2 0.4 -0.5 0.0814
H 3.2399 -3.3010 6.5844 0.0 -0.8 -0.5 0.0833
H 1.4347 -3.5419 6.8343 0.6 -0.7 0.2 0.0684
H 4.0777 -4.6639 4.6577 0.2 -0.2 0.6 0.1022
C 1.8247 7.8186 -2.5994 -0.1 -1.7 0.1 -0.0254
C 0.5374 8.0153 -1.7808 -0.6 4.0 -0.3 -0.4902
C -0.5483 8.6877 -2.7492 0.2 -1.5 0.4 -0.1205
C -1.3954 7.6165 -3.4377 -1.3 -0.3 1.4 -0.1670
C -1.9911 6.5063 -2.4490 3.9 1.1 -1.6 -0.1053
C -0.7533 5.8388 -1.6555 -4.5 0.3 -0.3 -0.4203
N 0.0546 6.9172 -1.0083 -1.6 -1.8 -1.1 -0.0547
O 0.9780 6.4006 -0.1128 0.0 0.4 -0.1 0.0415
C -1.6322 5.0531 -0.5736 2.5 -0.3 -0.7 -0.0168
C 0.0404 4.8493 -2.5786 0.5 1.2 1.5 0.0087
C 0.8825 9.1861 -0.7973 -0.4 -1.0 0.3 -0.0295
H 2.3403 7.0747 -1.9921 0.9 0.1 -0.4 0.0803
H 1.6335 7.3839 -3.5806 -0.1 -0.2 0.0 0.0758
H 2.4460 8.6952 -2.7827 -0.3 0.1 0.5 0.0965
H -1.1568 9.4693 -2.2943 0.0 -0.3 0.5 0.1161
H 0.0696 9.1944 -3.4904 -0.1 0.1 -0.1 0.1121
H -2.3750 7.9915 -3.7340 0.5 0.7 -1.2 0.1036
H -0.7743 7.2015 -4.2316 -0.6 -0.3 -0.2 0.1034
H -2.4004 5.7649 -3.1352 -0.2 -0.2 0.5 0.1120
H -2.7680 6.9816 -1.8502 0.3 -0.3 0.3 0.1123
H -2.2071 4.2397 -1.0163 -0.1 0.3 -0.5 0.0855
H -2.2966 5.7391 -0.0481 0.5 -0.2 0.3 0.0867
H -0.8570 4.5154 -0.0277 -0.5 0.1 1.2 0.0527
H 0.6599 5.4031 -3.2840 -0.2 -0.1 -0.2 0.0699
H -0.5340 4.0586 -3.0614 -0.2 0.3 0.2 0.0985
H 0.7247 4.3899 -1.8654 0.3 -0.7 -0.3 0.0660
H 1.7052 8.8924 -0.1453 0.6 0.5 -0.6 0.0812
H 0.9810 10.0407 -1.4666 0.6 0.2 0.7 0.0880
H 0.1029 9.3599 -0.0555 -0.5 0.1 -0.4 0.0872
H 1.3429 5.6610 -0.6042 0.6 -0.7 0.2 0.0806
C 0.8046 -2.7679 -2.5252 -1.6 -0.8 0.4 0.0152
C -0.6039 -3.1960 -1.8709 -1.2 1.1 0.7 -0.3933
C -1.3241 -1.9103 -1.2320 2.2 -0.7 -1.0 -0.1227
C -1.9301 -1.0484 -2.3237 -0.3 -0.1 0.6 -0.1774
C -3.0936 -1.7940 -2.9913 1.2 1.9 0.9 -0.1420
C -2.6830 -3.1099 -3.5926 -0.9 -0.2 0.5 -0.4975
N -1.6371 -3.8620 -2.7630 -0.3 3.9 0.9 -0.0623
O -1.1883 -5.0120 -3.2966 -0.2 -1.1 -0.5 0.0398
C -3.9654 -3.9115 -3.6579 -0.4 -2.5 0.2 -0.0428
C -2.1799 -2.8330 -4.9654 2.0 -1.0 -1.6 -0.0362
C -0.3161 -4.1859 -0.7226 -0.7 -0.9 0.2 -0.0501
H 0.6633 -2.4875 -3.5690 0.3 -0.2 0.1 0.0703
H 1.4710 -3.6176 -2.3772 0.1 0.1 -0.6 0.0778
H 1.2192 -1.9290 -1.9662 -0.2 0.0 0.0 0.0777
H -1.9246 -2.1927 -0.3673 -0.4 0.1 -0.3 0.1188
H -0.4470 -1.3638 -0.8855 -0.3 0.1 0.6 0.0823
H -1.1134 -0.7359 -2.9746 0.0 -0.4 -0.6 0.1127
H -2.2356 -0.0747 -1.9408 -0.4 -0.1 0.3 0.1109
H -3.4463 -1.1280 -3.7788 -0.4 -0.4 -0.2 0.1264
H -3.8887 -1.8860 -2.2514 0.0 -0.2 0.0 0.1251
H -4.3261 -4.3058 -2.7079 0.6 0.1 0.6 0.0873
H -4.9101 -3.5008 -4.0142 0.6 0.9 -0.6 0.0979
H -3.7585 -4.8088 -4.2413 -0.2 -0.1 -0.2 0.0836
H -2.8243 -2.3859 -5.7224 -0.3 0.6 0.7 0.1047
H -1.2203 -2.3279 -4.8555 -0.2 0.7 -0.3 0.0813
H -1.8773 -3.7294 -5.5066 0.0 -0.6 0.3 0.0883
H 0.4795 -3.9497 -0.0160 0.3 0.4 -0.5 0.0797
H -0.1757 -5.2012 -1.0934 0.8 0.0 -0.2 0.0743
H -1.1712 -4.3814 -0.0756 -0.5 0.6 0.0 0.0810
H -1.4334 -5.5633 -2.5499 0.3 -1.3 -0.3 0.1128
```
Positions in Å, forces in eV/Å.

The value obtained for the energy relative to the best compared isomer or geometry (same formula, charge and spin) is 91.0 kcal per mole. The calculation puts the HOMO energy at -10.07 eV. As for the molar mass: 580.23 Da. As for the total energy: -2227.7817 hartree. Its lowest unoccupied orbital energy is -8.5529 eV. Its charge is +1.